The following is a quantum chemistry calculation of C9H14O3 in the gas phase at a distorted geometry, from the Open Molecules 2025 dataset.

XYZ file:
```
26
Properties=species:S:1:pos:R:3:mulliken_charge:R:1
C 0.496 -1.301 0.255 -0.52
C 1.994 -1.255 0.501 -0.82
C 2.594 -0.225 -0.456 -0.90
C 1.852 1.097 -0.711 -0.39
C 1.127 1.755 0.384 -0.96
C -0.250 1.276 0.640 -0.19
C -1.388 1.311 -0.548 -0.31
C -2.102 0.040 -0.193 0.39
C -0.298 -0.254 1.035 0.04
H -0.392 -2.332 -1.349 0.41
H 0.047 -2.210 0.637 0.71
H 2.269 -0.679 1.469 0.35
H 2.577 -2.103 0.310 0.33
H 2.871 -0.668 -1.414 0.36
H 3.502 -0.102 0.115 0.39
H 2.638 1.870 -1.059 0.31
H 1.220 0.764 -1.531 0.22
H 1.132 2.787 0.201 0.44
H 1.671 1.518 1.366 0.34
H -0.684 1.674 1.522 0.52
H -0.944 1.260 -1.528 0.22
H -2.158 2.165 -0.388 0.31
H -0.143 -0.364 2.107 0.52
O 0.157 -1.295 -1.049 -0.67
O -3.223 -0.289 -0.563 -0.65
O -1.654 -0.697 0.873 -0.46
```

* orbital gap: 9.988 eV
* LUMO: 0.010 hartree
* HOMO level: -9.73 eV
* energy above the lowest of the compared OMol25 structures with the same formula, charge and spin: 31.9 kcal/mol
* structure (SMILES): O=C1C[C@@H]2CCCC[C@H](O)[C@@H]2O1
* calculated total energy: -576.96765 a.u.